Formula: C46H121N15O18
Source: the OMol25 dataset
Level of theory: the ωB97M-V functional and the def2-TZVPD basis

XYZ file:
```
200
Properties=species:S:1:pos:R:3:forces:R:3:lowdin_charge:R:1
C 20.986715 21.790095 18.394919 1.46 1.33 1.16 -0.1065
O 21.647212 20.574677 18.660720 -0.64 -0.23 -0.17 -0.1548
C 21.392042 20.114624 19.953818 0.95 -0.78 0.33 -0.2435
C 22.436701 20.532557 20.966652 -0.26 1.05 -0.53 -0.1774
N 22.476220 21.989897 21.169666 -0.54 -0.38 -1.02 -0.0458
C 22.409784 22.367855 22.526141 -1.27 0.98 0.72 -0.2495
C 23.506520 21.870880 23.398692 1.76 1.05 0.55 -0.1856
O 24.728134 22.642622 23.089846 -1.76 -1.23 -0.50 -0.1971
C 25.893793 22.177130 23.693037 0.44 1.62 1.52 -0.1480
H 20.624930 21.818048 17.406029 -0.54 -0.25 -1.32 0.0492
H 21.758159 22.580412 18.486116 -0.49 0.06 -0.14 0.0861
H 20.198767 22.033335 19.109438 -0.01 -0.25 -0.16 0.0549
H 21.400664 19.027167 19.909325 -0.07 -0.25 -0.07 0.1008
H 20.440742 20.412839 20.351404 -0.84 0.34 -0.12 0.1015
H 23.430351 20.279204 20.618332 0.23 -0.98 0.23 0.1267
H 22.096566 20.047514 21.889991 0.69 -0.04 0.03 0.0921
H 23.214587 22.432097 20.647324 0.18 -0.04 0.15 0.1170
H 21.409080 22.035052 22.878793 0.58 -0.10 0.29 0.1194
H 22.352091 23.459727 22.648604 0.17 -0.13 -0.27 0.1291
H 23.655608 20.801604 23.300391 0.37 -0.29 -0.20 0.0989
H 23.319710 22.086089 24.436362 -0.45 -0.05 0.69 0.1146
H 26.060739 21.110135 23.660804 -0.10 -0.43 -0.25 0.0755
H 25.971053 22.522302 24.786994 -0.25 -0.60 -1.17 0.1040
H 26.671696 22.729948 23.167772 0.37 -0.38 0.06 0.0827
C 14.734534 16.172957 12.090125 0.78 0.60 0.01 -0.1117
O 15.531865 16.239730 13.240900 0.48 -0.70 0.68 -0.2739
C 16.787729 15.551192 13.142139 -0.69 0.08 -0.06 -0.1880
C 17.524972 15.730320 14.475487 1.08 0.93 0.00 -0.1674
N 18.011862 17.111816 14.734865 -0.26 -2.21 1.04 -0.0419
C 17.038287 18.042673 15.185392 -0.40 1.93 -1.56 -0.2324
C 17.726320 19.363908 15.535927 -0.70 -2.32 -0.08 -0.2709
O 18.120279 19.903590 14.329532 0.84 2.27 -0.46 -0.1869
C 18.492069 21.297854 14.593648 0.66 -1.87 -0.83 -0.0563
H 14.603666 15.142118 11.739831 -0.03 0.18 -0.15 0.0952
H 15.159642 16.854600 11.325290 -0.25 -0.60 -0.05 0.1005
H 13.824370 16.604285 12.448187 -1.01 0.10 -0.35 0.0751
H 17.268695 15.978038 12.215271 0.25 -0.52 1.05 0.1367
H 16.600142 14.463817 13.001951 0.07 0.41 -0.18 0.1242
H 18.417026 15.088369 14.462586 -0.17 0.00 -0.14 0.1116
H 16.941411 15.380532 15.369137 0.09 0.39 -1.04 0.1084
H 18.673696 17.468969 14.074836 -0.04 0.16 -0.40 0.1075
H 16.468195 17.756814 16.026042 -0.29 -1.06 1.17 0.0749
H 16.276446 18.238106 14.393062 0.27 0.22 0.42 0.1243
H 18.554301 19.086016 16.204116 0.23 0.48 -0.02 0.1296
H 17.049961 20.025045 16.032647 -0.63 0.48 0.65 0.0964
H 19.011536 21.636204 13.683366 -0.11 0.08 0.54 0.0901
H 19.168934 21.218787 15.465749 -0.24 0.81 -0.38 0.0788
H 17.596074 21.895414 14.763807 0.04 0.05 0.24 0.0822
C 14.423314 20.414316 23.359246 -0.13 -1.04 -1.29 -0.0971
O 13.548342 19.302085 23.563533 -0.88 0.78 -1.21 -0.1980
C 12.680394 19.101644 22.397372 1.87 -1.33 0.53 -0.2073
C 11.675054 18.050810 22.813168 1.03 0.21 1.89 -0.1567
N 12.361929 16.854961 23.433745 -0.81 0.33 -1.03 -0.0276
C 13.262727 16.179535 22.483589 -1.61 0.11 0.03 -0.2073
C 12.503562 15.149713 21.646065 0.11 0.79 -1.05 -0.1458
O 13.238651 14.809157 20.440223 -1.69 0.19 0.11 -0.2500
C 14.517462 14.296470 20.434785 1.81 -0.97 2.39 -0.1289
H 14.872545 20.620086 24.311281 0.15 0.42 0.49 0.0839
H 13.847424 21.265344 22.938034 0.59 -0.29 0.36 0.0675
H 15.235555 20.099157 22.654047 -0.58 0.43 0.48 0.0742
H 13.309196 18.793978 21.531109 -0.18 0.01 0.44 0.1144
H 12.191524 19.970692 22.040030 -0.36 1.32 0.19 0.0793
H 11.060435 17.827706 21.965393 -0.56 -0.47 -0.23 0.0848
H 11.103223 18.540724 23.646157 0.05 -0.64 -0.87 0.1342
H 12.899640 17.285592 24.166368 0.33 -0.20 0.28 0.0841
H 14.124580 15.781778 22.962062 0.55 -0.60 0.69 0.1112
H 13.624357 16.881852 21.781605 0.75 0.87 -1.01 0.0723
H 11.579055 15.629037 21.208925 0.86 -0.58 0.80 0.1170
H 12.211522 14.284240 22.222260 0.03 -0.48 0.10 0.1169
H 14.667605 13.251591 20.927410 -0.51 1.64 -0.71 0.1279
H 15.255400 14.997479 20.903270 -0.45 -0.45 0.04 0.0915
H 14.845767 14.239605 19.427020 0.05 -0.30 -1.08 0.0360
C 17.513139 13.593186 25.060573 0.41 -0.66 -0.18 -0.1096
O 18.551931 14.542220 25.055149 0.38 0.84 0.28 -0.1980
C 18.386830 15.595467 26.014876 -0.30 -0.66 -0.16 -0.2050
C 19.702883 16.338375 26.243326 -1.15 -1.77 -0.58 -0.2331
N 20.232257 16.665421 24.966053 2.34 1.98 -0.97 -0.0606
C 21.565958 17.425434 25.077753 -1.18 -1.33 0.57 -0.1470
C 22.120393 17.697509 23.697789 -0.14 0.73 0.19 -0.2702
O 22.117105 16.520569 22.959028 0.44 -0.80 0.11 -0.1801
C 22.480845 16.713365 21.600511 0.62 -0.20 0.57 -0.0622
H 17.882167 12.618096 25.428601 -0.07 0.35 0.03 0.0912
H 17.202001 13.432933 24.027941 -0.28 0.07 0.03 0.0827
H 16.680717 13.896128 25.688233 -0.26 0.11 -0.04 0.0799
H 18.069826 15.124998 26.923888 -0.04 -0.25 1.00 0.1034
H 17.527085 16.238319 25.750034 0.54 0.18 -0.37 0.1273
H 20.416396 15.678906 26.686590 0.35 -0.83 1.09 0.1090
H 19.488574 17.097435 26.956955 0.07 1.31 0.15 0.1130
H 20.518733 15.774326 24.565126 -0.41 0.18 -0.35 0.1066
H 22.266521 16.826487 25.722082 -0.31 0.47 -0.57 0.1269
H 21.360103 18.363910 25.594095 0.10 0.07 -0.03 0.1114
H 23.101560 18.212239 23.744620 0.07 -0.56 0.10 0.1258
H 21.491395 18.448172 23.212701 -0.42 0.03 -0.13 0.0854
H 22.508925 15.739320 21.074735 -0.23 0.74 0.40 0.0823
H 23.486378 17.167128 21.551901 -0.20 -0.12 -0.15 0.1022
H 21.765850 17.417486 21.207902 -0.27 0.09 -0.81 0.0567
C 18.458376 19.988955 23.939734 0.56 -1.54 -0.73 -0.0671
O 17.919210 19.375022 22.767397 -0.47 0.58 0.22 -0.2202
C 18.645013 18.202464 22.372511 -0.33 0.81 -0.02 -0.2000
C 17.850471 17.466861 21.360793 -2.04 -1.85 -1.72 -0.1811
N 17.878755 18.053331 19.997175 1.00 1.27 2.07 -0.0344
C 17.227221 17.353954 18.935003 -1.59 0.09 -0.34 -0.1912
C 15.730293 17.646736 18.810707 0.17 0.31 1.41 -0.2035
O 15.562710 18.959403 18.317405 -0.63 -0.19 -0.83 -0.2064
C 14.405600 18.993294 17.520064 -2.12 3.36 0.65 -0.1139
H 17.809231 20.724811 24.375015 -0.51 0.22 -0.08 0.0687
H 19.426627 20.416324 23.721188 0.40 0.48 -0.13 0.0749
H 18.645043 19.168741 24.624677 -0.04 0.04 0.69 0.0766
H 18.926416 17.614901 23.242355 -0.16 -0.23 0.10 0.0979
H 19.534700 18.514247 21.856958 0.90 0.26 -0.17 0.1005
H 16.741817 17.404090 21.615802 1.17 -0.26 0.56 0.1291
H 18.237106 16.434793 21.227362 -0.17 0.39 0.47 0.1147
H 17.440455 18.964524 20.186469 0.34 -0.31 -1.09 0.0798
H 17.230719 16.253607 19.011763 0.82 0.36 0.19 0.1063
H 17.656187 17.731533 17.993937 0.08 -0.66 0.05 0.1145
H 15.202967 17.655607 19.807986 0.43 -0.62 -0.62 0.1317
H 15.261477 16.933599 18.147258 -0.18 -0.33 -0.15 0.0887
H 14.206769 20.098453 17.284053 0.20 -1.30 0.45 0.1086
H 13.441823 18.630121 17.974881 1.11 0.17 0.28 0.0909
H 14.429853 18.552652 16.565249 0.87 -1.16 -1.26 0.0549
C 23.108718 15.906194 17.221126 -0.31 -0.47 0.77 -0.0849
O 22.736058 15.550505 18.571617 0.99 0.40 -0.32 -0.2197
C 21.601100 14.688467 18.679950 0.90 0.35 -1.54 -0.2168
C 20.350914 15.480866 18.394685 -1.55 0.23 0.61 -0.2158
N 19.211367 14.615397 18.139436 -0.97 -0.01 -0.19 -0.0674
C 18.781527 13.761119 19.252859 0.08 0.36 -0.32 -0.2085
C 17.522865 13.112502 18.773405 -1.91 -0.19 0.44 -0.2255
O 17.071853 12.057382 19.651353 0.45 0.54 -0.10 -0.2127
C 16.621724 10.883120 19.008208 -1.13 -0.24 0.09 -0.1298
H 22.764987 16.899681 16.952952 -0.22 0.09 -0.03 0.0854
H 22.721063 15.152244 16.572216 -0.81 -0.35 -0.80 0.0681
H 24.170908 15.835823 16.994312 0.36 0.20 0.92 0.0817
H 21.581358 14.384900 19.725307 0.19 -0.68 -0.22 0.1058
H 21.760425 13.866658 17.887063 -0.65 0.66 1.52 0.1493
H 20.467723 16.105852 17.527593 0.26 0.23 -0.50 0.1106
H 20.079445 16.171078 19.229211 0.67 -0.19 -0.13 0.1176
H 18.389766 15.147738 17.794822 1.02 -0.32 0.27 0.0930
H 18.602269 14.255905 20.233578 0.31 0.04 -0.36 0.1202
H 19.533365 12.984376 19.354443 0.13 -0.13 0.43 0.1194
H 17.719732 12.707019 17.815349 0.30 -0.60 -1.13 0.1057
H 16.684585 13.857153 18.578163 0.89 -0.68 0.48 0.1024
H 17.437567 10.331852 18.458805 -0.86 0.73 0.15 0.0985
H 15.676690 11.105343 18.404830 1.44 -0.33 0.13 0.1042
H 16.248501 10.208160 19.808643 0.45 0.37 -0.34 0.0831
C 11.712051 21.981604 24.533472 -0.47 1.01 -0.15 -0.1116
O 10.584910 21.272589 24.090298 -0.69 0.32 -1.53 -0.2017
C 9.707030 22.020074 23.214604 -2.31 0.16 1.05 -0.2002
C 10.057304 22.343939 21.742216 -0.10 -1.64 1.01 -0.2059
N 9.923251 21.078085 21.020525 0.95 0.37 -1.30 -0.0360
C 10.329160 21.152421 19.584722 -0.01 0.73 0.76 -0.2028
C 10.426520 19.810282 18.972449 -0.15 0.58 -1.36 -0.2643
O 11.446033 19.033870 19.540424 -1.21 -1.49 0.59 -0.1833
C 11.084205 17.664900 19.366070 1.82 -1.28 -2.03 -0.1314
H 11.395367 22.807385 25.232434 0.50 -0.75 -0.41 0.1082
H 12.225374 22.422218 23.673525 0.16 0.22 0.15 0.0627
H 12.370885 21.249001 24.972842 0.16 0.02 0.45 0.0777
H 9.354527 22.965361 23.718884 0.66 -0.63 -0.19 0.1240
H 8.781786 21.368289 23.190991 0.98 0.67 -0.11 0.1340
H 11.033340 22.840460 21.731388 0.14 -0.04 -0.48 0.0880
H 9.283670 22.952448 21.280569 0.04 0.70 0.49 0.1179
H 10.446059 20.366033 21.507601 0.18 -0.18 -0.15 0.0701
H 11.287325 21.639694 19.331395 -0.23 0.21 0.74 0.0882
H 9.531080 21.686281 19.039502 0.23 -0.03 0.18 0.1274
H 10.697428 19.979461 17.902466 -0.48 -0.30 0.34 0.1398
H 9.439891 19.359545 19.054877 -0.04 -0.57 -0.06 0.1218
H 10.117851 17.288399 19.715935 -0.04 0.76 0.58 0.0941
H 11.911624 17.046432 19.765738 -0.50 0.42 0.03 0.0659
H 11.082479 17.363503 18.247179 -0.01 0.80 1.32 0.0984
N 13.845852 23.496601 21.181883 -1.34 3.34 1.75 0.1642
C 13.245283 23.252961 20.001728 0.58 -0.93 -0.38 -0.6586
N 12.363303 24.232969 19.543630 1.01 -1.03 -0.23 0.1611
O 13.516307 22.219489 19.376296 -0.48 0.97 -0.29 -0.0125
H 13.591060 24.426548 21.666376 1.08 -2.35 -0.89 0.1434
H 14.619517 22.971407 21.566915 -0.30 -0.11 -0.39 0.0717
H 11.842724 24.885315 20.061532 -0.12 0.57 1.21 0.0771
H 12.025526 24.150589 18.621130 -0.17 -0.57 -0.88 0.0852
N 16.631633 21.846337 18.607347 1.63 1.63 -1.73 0.2129
C 17.166198 21.708808 19.796786 2.16 0.52 1.03 -0.6497
N 16.424556 20.957432 20.630402 0.03 0.19 0.99 0.1715
O 18.291234 22.205746 20.134312 -2.31 -0.78 -0.39 -0.0477
H 15.745699 21.515113 18.375882 -1.47 -0.55 -0.35 0.0539
H 17.193625 22.365293 17.953269 -0.33 -0.01 -0.15 0.1201
H 15.648500 20.395238 20.317751 0.07 0.06 -0.26 0.0948
H 17.012451 20.622157 21.357489 0.04 -0.62 1.12 0.0522
N 12.984456 15.430535 17.609192 1.81 -1.24 -0.68 0.1446
C 13.955408 15.103250 16.566456 0.30 0.32 2.25 -0.5706
N 13.527722 15.464947 15.340548 -0.28 -0.12 -0.65 0.1716
O 15.119570 14.687942 16.801299 -2.65 0.89 -0.25 -0.0202
H 12.014047 15.454333 17.352740 -0.10 0.05 -0.45 0.0667
H 13.076313 14.968097 18.526963 0.26 0.35 -0.68 0.0616
H 12.567819 15.714412 15.125443 0.51 -0.05 0.40 0.1091
H 14.208878 15.543089 14.596604 0.19 -0.04 0.01 0.0713
N 17.292483 23.316098 23.064296 1.47 -1.50 0.01 0.1664
C 16.571148 24.424275 22.844944 0.50 -0.05 -1.34 -0.7487
N 17.064193 25.343653 21.957211 0.10 0.53 -0.47 0.1533
O 15.492409 24.557519 23.352896 -2.20 0.57 1.27 0.0091
H 18.161772 23.099898 22.529047 -1.38 0.03 0.60 0.1138
H 16.746084 22.576562 23.529053 0.89 0.62 -0.52 0.0987
H 16.355800 26.034791 21.680700 0.73 -0.64 0.15 0.1127
H 17.657446 24.971826 21.222736 -0.13 0.27 0.09 0.0919
```
Positions in Å, forces in eV/Å.

Energy above the lowest of the compared OMol25 structures with the same formula, charge and spin ... 324.0 kJ/mol
Kohn-Sham gap ... 0.311 hartree
SMILES string ... COCCNCCOC.COCCNCCOC.COCCNCCOC.COCCNCCOC.COCCNCCOC.COCCNCCOC.COCCNCCOC.NC(N)=O.NC(N)=O.NC(N)=O.NC(N)=O